{
  "formula": "C44H112AsF6N6O6",
  "method": "the ωB97M-V functional and the def2-TZVPD basis",
  "charge": 4,
  "s2": 0.7522,
  "multiplicity": 2,
  "energy_ev": -145772.973,
  "orbital_gap_ev": [3.641, 8.991],
  "lumo_energy_ev": [-7.41, -7.68],
  "elements": ["C", "C", "N", "C", "C", "C", "C", "C", "O", "C", "H", "H", "H", "H", "H", "H", "H", "H", "H", "H", "H", "H", "H", "H", "H", "H", "H", "H", "H", "H", "C", "C", "N", "C", "C", "C", "C", "C", "O", "C", "H", "H", "H", "H", "H", "H", "H", "H", "H", "H", "H", "H", "H", "H", "H", "H", "H", "H", "H", "H", "C", "C", "N", "C", "C", "C", "C", "C", "O", "C", "H", "H", "H", "H", "H", "H", "H", "H", "H", "H", "H", "H", "H", "H", "H", "H", "H", "H", "H", "H", "C", "C", "N", "C", "C", "C", "C", "C", "O", "C", "H", "H", "H", "H", "H", "H", "H", "H", "H", "H", "H", "H", "H", "H", "H", "H", "H", "H", "H", "H", "C", "C", "N", "C", "C", "C", "C", "C", "O", "C", "H", "H", "H", "H", "H", "H", "H", "H", "H", "H", "H", "H", "H", "H", "H", "H", "H", "H", "H", "H", "C", "C", "C", "O", "C", "N", "H", "H", "H", "H", "H", "H", "H", "H", "H", "H", "H", "H", "As", "F", "F", "F", "F", "F", "F"],
  "positions_angstrom": [[-4.666, -1.090, 0.208], [-4.296, -0.949, 1.664], [-4.246, -2.260, 2.509], [-3.148, -2.133, 3.583], [-5.663, -2.400, 3.172], [-5.870, -1.424, 4.389], [-4.046, -3.530, 1.598], [-3.555, -4.858, 2.273], [-4.379, -5.214, 3.318], [-4.375, -6.733, 3.636], [-3.904, -1.590, -0.390], [-5.077, -0.180, -0.228], [-5.565, -1.684, 0.046], [-5.005, -0.415, 2.297], [-3.335, -0.435, 1.654], [-3.465, -2.860, 4.330], [-3.185, -1.152, 4.056], [-2.222, -2.256, 3.021], [-5.699, -3.402, 3.599], [-6.408, -2.378, 2.377], [-5.348, -1.495, 5.343], [-6.915, -1.497, 4.692], [-5.756, -0.373, 4.124], [-3.334, -3.184, 0.849], [-4.918, -3.719, 0.972], [-2.588, -4.615, 2.713], [-3.379, -5.720, 1.630], [-5.174, -6.834, 4.370], [-3.362, -6.961, 3.968], [-4.739, -7.451, 2.901], [1.037, 1.384, -7.788], [0.391, 1.507, -6.359], [1.381, 1.596, -5.141], [1.862, 0.085, -5.052], [2.646, 2.384, -5.417], [2.466, 3.891, -5.566], [0.715, 2.046, -3.747], [-0.575, 1.348, -3.396], [-1.633, 2.127, -4.016], [-2.876, 1.986, -3.256], [1.394, 2.330, -8.194], [0.367, 0.884, -8.488], [1.823, 0.637, -7.901], [-0.226, 0.641, -6.119], [-0.274, 2.368, -6.430], [1.163, -0.673, -4.698], [2.501, 0.133, -4.170], [2.509, -0.308, -5.836], [2.991, 2.015, -6.383], [3.430, 2.183, -4.688], [2.207, 4.298, -4.588], [1.712, 4.042, -6.338], [3.429, 4.289, -5.886], [0.531, 3.119, -3.798], [1.452, 1.800, -2.982], [-0.627, 1.352, -2.307], [-0.536, 0.315, -3.740], [-3.072, 1.002, -2.831], [-3.663, 2.372, -3.904], [-2.837, 2.718, -2.448], [-4.450, 2.251, 1.102], [-4.281, 3.770, 1.256], [-5.587, 4.624, 1.448], [-5.999, 4.653, 2.913], [-5.081, 6.097, 1.198], [-6.174, 7.250, 1.064], [-6.764, 4.061, 0.547], [-6.405, 3.934, -0.970], [-5.991, 5.260, -1.495], [-5.270, 5.196, -2.610], [-3.437, 1.877, 0.950], [-5.123, 1.949, 0.300], [-4.913, 1.935, 2.037], [-3.813, 4.164, 0.354], [-3.588, 4.014, 2.062], [-5.082, 4.807, 3.482], [-6.368, 3.700, 3.291], [-6.642, 5.521, 3.056], [-4.417, 6.148, 0.335], [-4.493, 6.351, 2.079], [-7.095, 7.170, 1.642], [-6.441, 7.195, 0.009], [-5.801, 8.251, 1.281], [-7.551, 4.813, 0.587], [-7.110, 3.099, 0.927], [-7.302, 3.579, -1.478], [-5.589, 3.256, -1.218], [-5.824, 4.641, -3.367], [-4.299, 4.764, -2.365], [-5.209, 6.207, -3.013], [8.233, 1.859, -0.078], [8.056, 1.516, -1.626], [7.236, 0.213, -1.854], [7.063, 0.248, -3.345], [7.987, -1.185, -1.472], [9.382, -1.253, -2.050], [5.883, 0.352, -1.196], [4.962, -0.905, -1.114], [4.303, -1.156, -2.323], [3.260, -2.109, -2.403], [9.091, 2.502, 0.118], [8.180, 0.860, 0.356], [7.330, 2.408, 0.186], [8.992, 1.485, -2.185], [7.503, 2.255, -2.205], [6.327, 0.963, -3.712], [6.927, -0.777, -3.691], [7.991, 0.555, -3.827], [7.351, -2.025, -1.753], [8.053, -1.173, -0.384], [9.960, -0.360, -1.812], [9.367, -1.259, -3.140], [9.847, -2.172, -1.693], [5.447, 1.097, -1.861], [5.935, 0.774, -0.192], [4.216, -0.845, -0.322], [5.377, -1.868, -0.816], [3.056, -2.409, -3.431], [2.391, -1.573, -2.023], [3.350, -2.946, -1.711], [4.771, -4.295, 4.494], [3.724, -5.326, 3.852], [2.859, -4.597, 2.788], [2.186, -3.358, 3.317], [3.816, -4.107, 1.626], [4.193, -5.083, 0.533], [1.756, -5.662, 2.392], [0.844, -6.168, 3.488], [0.084, -5.100, 4.066], [-0.943, -5.483, 4.960], [4.215, -3.448, 4.897], [5.547, -3.931, 3.820], [5.368, -4.829, 5.234], [2.984, -5.817, 4.485], [4.232, -6.065, 3.234], [1.725, -3.556, 4.285], [1.311, -3.184, 2.690], [2.857, -2.506, 3.421], [4.717, -3.577, 1.934], [3.150, -3.390, 1.146], [4.909, -4.688, -0.188], [3.305, -5.460, 0.025], [4.786, -5.884, 0.974], [2.220, -6.439, 1.786], [1.216, -5.080, 1.645], [1.247, -6.852, 4.234], [0.031, -6.799, 3.129], [-0.542, -5.793, 5.925], [-1.560, -6.298, 4.581], [-1.682, -4.692, 5.089], [0.075, 2.881, 3.032], [0.260, 2.523, 1.565], [-0.031, 3.656, 0.589], [-0.240, 3.268, -0.743], [-0.548, 4.365, -1.646], [1.636, 1.906, 1.288], [1.577, 1.727, 0.296], [2.304, 2.662, 1.338], [2.073, 1.107, 1.725], [-0.954, 3.041, 3.354], [0.648, 3.762, 3.322], [0.317, 2.118, 3.773], [-0.354, 1.667, 1.286], [0.748, 4.419, 0.585], [-0.878, 4.265, 0.904], [-1.266, 5.085, -1.254], [-1.076, 3.982, -2.520], [0.356, 4.921, -1.897], [-0.164, -1.268, -0.013], [-1.578, -0.007, 0.004], [-1.105, -2.563, 0.684], [1.343, -2.279, 0.086], [0.915, 0.062, -0.668], [-0.018, -0.668, 1.680], [-0.398, -1.854, -1.682]],
  "forces_ev_per_angstrom": [[-1.60, -1.02, -0.26], [0.16, -0.38, 0.48], [-0.97, -0.62, -0.41], [-1.43, -0.24, -1.08], [1.52, -0.07, 1.88], [-0.94, 0.56, -0.99], [0.68, -0.10, -0.53], [0.93, 1.57, 0.43], [-1.61, -3.09, 0.87], [-0.55, 2.21, 0.28], [0.20, 0.70, -0.01], [0.98, 0.41, 0.07], [-0.15, -0.56, 0.41], [0.07, 0.54, -0.70], [0.28, -0.39, 0.53], [0.84, -0.28, -0.05], [-0.14, 0.05, -0.35], [0.19, -0.29, 0.49], [0.19, -0.12, -0.30], [0.09, 0.56, 0.11], [0.58, -0.92, -0.44], [-0.15, -0.17, -0.20], [0.00, 0.10, -0.27], [0.57, -0.34, 0.37], [-0.58, 0.28, 0.72], [0.59, -0.01, -0.18], [-0.28, 0.53, -0.86], [0.65, 0.25, 0.61], [-0.39, -0.24, 0.18], [0.45, 0.71, -1.07], [0.25, -0.83, 0.78], [0.24, 0.48, -0.87], [-0.30, -2.13, -0.37], [1.00, 1.05, 2.54], [-0.08, 0.34, -0.94], [-0.21, -1.07, 0.33], [0.65, -0.73, -1.31], [-0.04, 0.94, -0.85], [-0.44, -1.45, 1.28], [0.66, 1.24, -0.67], [-0.20, -0.07, 0.06], [-0.81, 0.70, 0.16], [0.57, 0.19, 0.68], [0.07, 0.14, -0.09], [0.18, 0.13, 0.65], [-0.86, 0.56, -0.69], [0.43, -0.04, 0.04], [-0.56, 0.73, -0.53], [0.12, -0.21, 0.15], [-0.41, -0.42, 0.28], [-0.17, 0.46, -0.33], [-0.01, 0.59, 0.20], [-0.17, 0.16, -0.04], [0.26, -0.18, -0.25], [0.25, 0.05, -0.19], [-0.27, -0.08, 0.09], [-0.45, -0.15, 0.10], [0.17, -0.11, -0.39], [-0.08, -0.55, -0.15], [0.11, -0.12, 0.49], [-0.59, 1.35, 0.90], [-0.73, 0.14, -1.02], [0.84, -0.28, -0.20], [0.78, -0.18, -0.23], [-1.25, 1.39, 0.55], [0.27, -1.47, -1.03], [1.39, 1.40, -1.12], [0.77, 1.86, 0.18], [-3.02, -1.23, 4.47], [0.72, 0.05, -2.48], [-0.16, -0.48, 0.06], [0.37, 0.16, -0.04], [0.33, -0.66, 0.05], [-0.19, 0.08, -0.11], [-0.35, 0.03, 0.23], [-0.01, 0.27, -0.07], [-0.55, 0.13, -0.51], [-0.26, -0.49, 0.10], [-0.40, -0.39, -0.01], [0.13, -0.50, 0.06], [0.16, -0.44, 0.20], [-0.33, 0.40, 0.07], [0.53, -0.30, 0.02], [-0.03, -0.11, 0.36], [0.22, 0.21, 0.28], [-0.12, 0.10, -0.10], [0.03, -0.22, 0.31], [0.41, -0.45, -0.41], [0.49, -0.11, -0.65], [0.49, 0.02, 0.07], [-1.32, -0.44, -2.52], [0.08, 0.25, 1.37], [1.17, -0.59, -0.44], [0.77, -1.08, -0.83], [-0.07, 1.77, 0.41], [-0.39, 0.45, -0.66], [-0.79, -0.81, -0.24], [-0.78, -0.98, -0.24], [1.42, 0.95, -1.72], [-1.25, 0.86, 1.30], [0.10, -0.59, 0.06], [0.68, 0.44, 0.83], [0.15, 0.00, 0.40], [0.04, -0.67, 0.33], [-0.31, 0.20, 0.44], [-0.31, -0.35, 0.50], [-0.71, 0.22, -0.09], [0.17, 0.02, 0.35], [-0.15, 0.44, -0.33], [-0.18, 0.09, 0.03], [0.21, -0.35, 0.49], [-0.05, -0.39, -0.04], [0.18, 0.21, -0.01], [-0.69, -0.05, 0.43], [0.56, -0.15, -0.13], [-0.25, 1.10, 0.30], [1.25, 0.10, 0.15], [0.57, -0.05, 0.09], [-0.49, -0.30, -0.12], [0.49, -0.30, -0.23], [-1.07, -1.52, -0.24], [0.99, 2.02, -1.06], [1.43, -1.03, 0.90], [-0.86, -0.46, 0.45], [-1.93, 0.50, -1.35], [0.17, -1.10, 0.92], [0.54, 1.75, -1.40], [-1.86, -0.01, 0.78], [0.58, 0.68, -0.01], [-0.22, -0.55, 0.08], [0.34, -0.17, 0.37], [-0.42, -0.11, -0.43], [-0.45, 0.13, 0.42], [0.68, 0.34, 0.53], [0.12, -0.24, 0.41], [0.42, -0.27, 0.07], [0.41, 0.51, -0.38], [0.03, -0.27, -0.47], [-0.47, -0.23, 1.00], [0.12, 0.40, 0.00], [-0.36, 0.60, -0.01], [0.27, -0.12, -0.13], [-0.27, -0.53, -0.09], [0.26, -0.24, 0.64], [-0.62, -0.10, 0.14], [0.79, 0.41, 0.31], [0.42, -0.43, -1.31], [0.01, 0.08, 0.10], [0.31, -0.40, -0.28], [0.53, 0.44, 0.00], [0.12, 0.26, 0.69], [-0.96, -1.76, 0.48], [0.41, 1.26, -0.28], [-0.40, -0.18, -0.77], [-0.11, -0.34, 0.63], [0.24, 2.53, -0.96], [-0.06, -1.16, -0.99], [0.54, 0.40, 0.35], [-1.00, -0.73, 0.67], [-0.26, 0.39, -0.78], [-0.01, 0.16, -0.08], [0.62, -0.50, -0.57], [-0.52, 0.03, 0.11], [0.73, 0.07, 0.30], [-0.47, -0.40, 0.59], [0.02, 0.03, 0.70], [0.56, -0.37, -0.06], [0.08, -0.07, -0.16], [-0.30, 0.22, -0.48], [-1.08, 0.54, -0.38], [-1.37, -1.72, 0.66], [0.91, -0.65, 0.52], [1.61, 2.04, -0.60], [1.08, 0.72, 2.04], [-0.40, -0.38, -1.30]]
}